(1)
A single C6H8N2OS molecule, computed with ωB97M-V with the def2-TZVPD basis set.

ΔE to the lowest compared entry with this formula, charge and spin (kcal/mol): 66.1
Gap between HOMO and LUMO (Ha): 0.3459
HOMO (eV): -8.78
F_max (eV/A): 6.44
DFT total energy (eV): -22212.104

ORCA input file:
```
! RIJCOSX wB97M-V def2-TZVPD def2/J DEFGRID3
* xyz 0 1
C 0.984 1.263 2.271
C -0.204 1.059 0.543
C 0.070 -0.199 1.030
C -0.832 1.312 -0.796
C -0.293 -1.772 0.264
C -0.442 0.087 -1.675
N 0.403 1.959 1.354
N 0.790 -0.072 2.175
O -1.346 -2.474 -2.054
S -1.491 -1.455 -1.108
H 1.672 1.666 2.901
H -2.015 1.411 -0.669
H -0.393 2.177 -1.274
H 0.745 -2.239 -0.043
H -0.592 -2.611 0.936
H -0.705 0.094 -2.718
H 0.578 -0.274 -1.515
H 1.205 -0.766 2.826
*
```

(2)
6 unconnected molecules or ions with the total composition C47H37IO23, computed with ωB97M-V with the def2-TZVPD basis set.

Structure (SMILES): CCC[C@H](C)C1=CC(=O)c2cc(CC(=O)I)ccc2C1=O.O=C1C=C(O)C(=O)C=C1O.O=C1C=C(O)C(=O)C=C1O.O=C1C=C(O)C(=O)C=C1O.O=C1C=C(O)C(=O)C=C1O.O=C1C=C(O)C(=O)C=C1O
Gap between HOMO and LUMO (Ha): 0.2758
HOMO (eV): -9.31
F_max (eV/A): 3.22
DFT total energy (eV): -104529.767

ORCA input file:
```
! RIJCOSX wB97M-V def2-TZVPD def2/J DEFGRID3
* xyz 0 1
C 2.863 -3.015 1.340
C 1.728 -2.138 0.789
C 1.912 -0.677 1.138
C 1.709 -0.413 2.635
C 0.426 0.347 2.908
C 2.875 0.270 3.253
C 3.427 -0.087 4.426
C 4.584 0.624 4.954
O 4.782 0.778 6.122
C 5.486 1.158 3.930
C 6.869 1.255 4.143
C 7.712 1.734 3.108
C 9.195 1.793 3.315
C 9.831 0.514 3.734
O 10.665 0.402 4.517
I 9.134 -1.251 2.689
C 7.139 2.141 1.874
C 5.752 2.062 1.672
C 4.927 1.557 2.705
C 3.479 1.411 2.531
O 2.834 2.162 1.858
H 3.449 -3.447 0.545
H 2.492 -3.801 1.982
H 3.543 -2.424 1.939
H 0.776 -2.503 1.146
H 1.779 -2.192 -0.289
H 2.922 -0.440 0.829
H 1.242 -0.063 0.554
H 1.609 -1.365 3.144
H 0.319 0.530 3.969
H 0.421 1.309 2.422
H -0.419 -0.241 2.581
H 3.042 -0.916 4.991
H 7.273 0.953 5.095
H 9.439 2.517 4.080
H 9.672 2.044 2.379
H 7.772 2.499 1.083
H 5.289 2.354 0.747
C -1.594 1.490 -1.095
C -2.140 2.099 -2.161
C -2.901 1.336 -3.221
O -3.365 1.982 -4.146
C -3.032 -0.100 -3.084
C -2.476 -0.710 -2.027
C -1.726 0.052 -0.962
O -1.250 -0.602 -0.049
O -2.522 -2.014 -1.815
O -2.068 3.398 -2.388
H -1.042 2.024 -0.333
H -3.568 -0.637 -3.854
H -2.041 -2.175 -0.980
H -2.550 3.561 -3.223
C -6.590 1.494 -3.487
C -6.801 1.108 -2.224
C -7.826 0.064 -1.857
O -7.919 -0.224 -0.677
C -8.624 -0.519 -2.917
C -8.412 -0.129 -4.182
C -7.367 0.896 -4.552
O -7.247 1.154 -5.735
O -9.077 -0.600 -5.224
O -6.126 1.601 -1.203
H -5.847 2.236 -3.741
H -9.364 -1.259 -2.652
H -8.709 -0.145 -6.009
H -6.445 1.155 -0.397
C -3.016 0.801 5.381
C -3.918 0.134 6.116
C -5.223 -0.355 5.538
O -5.960 -0.965 6.290
C -5.514 -0.075 4.146
C -4.613 0.595 3.415
C -3.300 1.069 3.987
O -2.542 1.649 3.231
O -4.777 0.896 2.138
O -3.759 -0.161 7.394
H -2.077 1.152 5.787
H -6.456 -0.421 3.742
H -3.973 1.379 1.858
H -4.561 -0.648 7.667
C 13.337 3.972 -0.408
C 12.492 3.126 0.197
C 11.139 2.787 -0.386
O 10.446 2.003 0.242
C 10.745 3.404 -1.631
C 11.590 4.251 -2.238
C 12.949 4.581 -1.664
O 13.639 5.349 -2.306
O 11.329 4.869 -3.374
O 12.760 2.514 1.339
H 14.306 4.219 0.001
H 9.772 3.163 -2.035
H 12.115 5.413 -3.580
H 11.997 1.938 1.537
C -8.758 -5.801 -4.716
C -9.398 -6.873 -5.205
C -10.549 -6.753 -6.178
O -11.041 -7.796 -6.568
C -10.991 -5.432 -6.575
C -10.354 -4.360 -6.082
C -9.187 -4.483 -5.132
O -8.689 -3.429 -4.784
O -10.668 -3.107 -6.359
O -9.093 -8.121 -4.898
H -7.932 -5.877 -4.024
H -11.825 -5.356 -7.257
H -10.047 -2.543 -5.849
H -9.713 -8.686 -5.400
*
```

- The highest F_max belongs to which entry?
  C6H8N2OS

- Which of these has the highest F_max?
  C6H8N2OS

- What is the formula in the second record?
  C47H37IO23